Version A
{
  "formula": "C6H8",
  "method": "ωB97M-V/def2-TZVPD",
  "species": ["C", "C", "C", "C", "H", "H", "H", "H", "H", "H", "C", "C", "H", "H"],
  "xyz": [[-0.21299, -1.81241, -0.78094], [0.64720, -0.89222, -0.71846], [1.60755, -0.02159, -0.60410], [1.50134, 1.09696, 0.38132], [-1.15961, -1.77170, -1.17734], [-0.06120, -2.75408, -0.12788], [2.45192, 0.13273, -1.46661], [2.46356, 1.37720, 0.62780], [0.86482, 0.73770, 1.20918], [1.10167, 1.95600, -0.04456], [-2.61153, 0.01418, 0.90144], [-1.93093, 0.94845, 0.48621], [-3.33603, -0.73339, 0.94538], [-1.32576, 1.72219, 0.36856]],
  "homo_ev": -9.256,
  "smiles": "C=C=CC.C#C",
  "gap_ev": 10.32
}


Version B
{
  "formula": "C6H8",
  "method": "ωB97M-V/def2-TZVPD",
  "species": ["C", "C", "C", "C", "C", "C", "H", "H", "H", "H", "H", "H", "H", "H"],
  "xyz": [[1.00869, 2.98436, 0.64328], [-0.10451, 2.56335, 0.93810], [-0.23208, -0.52819, 0.07025], [-1.32622, 2.04611, 1.05645], [-0.31594, -1.80425, -0.21234], [0.72306, -2.54238, -1.04393], [1.75825, 3.63838, 0.32046], [-1.86672, 2.11893, 0.22491], [0.46705, 0.24737, -0.10212], [-1.57271, 1.60704, 2.01427], [-1.13802, -2.33112, -0.01510], [1.50561, -1.83721, -1.21051], [0.18995, -2.76372, -2.11313], [0.90359, -3.39864, -0.57058]],
  "homo_ev": [-8.275, -8.653],
  "gap_ev": [8.49, 8.10]
}


How do the structures above rank in stability at the extremes? version A comes first and version B comes last.